1.
This record from the Open Molecules 2025 dataset describes a cluster of 16 separate species, C16H64N32O16 in total in a non-equilibrium geometry. The level of theory is the ωB97M-V functional and the def2-TZVPD basis.

Energy above the lowest of the compared OMol25 structures with the same formula, charge and spin ... 66.24 kcal/mol
Highest occupied orbital energy ... -8.43 eV

```
128
Properties=species:S:1:pos:R:3:forces:R:3
C 11.64803 12.03254 17.86031 0.3231 -2.9926 1.5595
O 11.31083 10.85676 17.98547 -0.6193 -1.3516 -1.0577
N 11.12849 12.85568 18.75476 -0.5166 1.4491 0.6177
N 12.62046 12.39419 17.06271 1.3813 1.4115 -0.8309
H 10.16910 12.53185 18.87516 0.0743 1.0302 0.7193
H 11.49352 13.78852 18.72439 -0.9816 0.5988 0.2025
H 12.79786 11.78281 16.29921 0.2006 -0.8034 -0.4676
H 12.85267 13.35475 16.91167 -0.0175 0.2633 -0.0113
C 17.15333 16.54937 16.44291 -3.0236 1.8233 1.4952
O 16.38367 17.36104 17.00511 0.7850 -0.0664 -0.0195
N 18.13701 16.93517 15.65487 2.1892 1.2032 -1.1262
N 16.97516 15.27406 16.52088 -0.2830 -3.0831 -0.0153
H 18.78079 16.18922 15.38645 0.0981 0.7445 0.2030
H 18.49805 17.77682 16.09003 0.6189 0.0685 -0.8436
H 16.22603 14.96681 17.11167 -0.2634 -0.3754 -0.3025
H 17.29645 14.72445 15.72462 -0.1364 -0.5722 0.5799
C 13.78127 17.90884 14.81146 -0.3358 5.7222 -2.0110
O 12.81016 18.29520 14.20772 -3.5421 0.1902 -2.4548
N 14.78071 18.75929 14.91782 3.7126 0.5850 1.5809
N 13.80406 16.83298 15.41480 -0.1175 -7.5259 3.2499
H 14.52313 19.72577 14.87033 -0.0665 0.1165 -0.1592
H 15.39315 18.48427 15.69884 0.1919 0.7148 -0.3865
H 14.50740 16.41196 15.98768 0.6361 0.4273 0.1596
H 13.07458 16.19714 15.16347 -0.2558 -0.5492 -0.0789
C 16.42485 14.43780 8.58615 -0.3254 -1.3755 -0.7672
O 16.75200 13.47408 7.88386 0.1354 -0.3629 0.0631
N 15.48517 14.29169 9.60880 0.9275 0.1616 -0.8552
N 16.90439 15.66443 8.36436 -0.2852 0.4078 0.6913
H 15.09017 15.20920 9.83042 -0.6589 -0.8954 -0.0048
H 14.91128 13.43820 9.45802 0.4332 1.3953 0.3695
H 17.58404 15.83884 7.63216 -0.3253 -0.2221 0.5373
H 16.67755 16.30730 9.12044 0.5037 0.7450 -0.3832
C 12.55634 7.26916 17.93608 3.5350 0.4636 1.3301
O 13.14768 6.57850 18.79288 -1.8898 -0.0987 -1.0586
N 13.48069 7.91532 17.06149 -2.4966 0.8728 -0.0367
N 11.21721 7.51692 18.00649 -0.5145 0.1164 -0.0124
H 14.15903 7.36240 16.61690 0.7401 -1.2261 0.1591
H 13.22154 8.66017 16.43925 -0.8541 0.3147 -0.0826
H 10.86279 7.27527 18.91789 0.1105 -0.2266 0.0135
H 10.64102 8.25081 17.59075 1.2479 -0.0927 -0.3005
C 12.84273 12.00322 10.49114 -0.1285 0.9044 0.0929
O 13.11894 12.77354 11.44394 0.4779 -1.3600 -1.1746
N 13.57503 10.93172 10.04240 0.4769 1.2606 1.4771
N 11.64314 12.18005 9.88070 -0.4108 -0.5318 -1.1384
H 14.55089 10.81138 10.41449 -0.7173 0.1188 -0.9791
H 13.29705 10.58390 9.14490 0.3905 -0.3815 -0.0742
H 11.46879 11.72507 8.98689 0.0436 0.1370 0.4849
H 11.17003 13.06243 9.99029 0.1665 0.2581 0.3516
C 19.01451 13.08154 13.84394 -0.4461 -0.5265 -1.2812
O 17.97979 13.62813 14.24483 0.5845 0.6994 -0.2194
N 19.67167 12.22973 14.66340 -0.3934 -0.3350 1.3032
N 19.53568 13.28002 12.53836 -1.0151 0.0682 0.9825
H 20.29758 11.54699 14.29615 0.4093 -0.1457 -0.1804
H 19.21338 11.98353 15.56972 0.4599 0.4730 -1.4630
H 18.91013 13.86386 11.95963 0.4491 -0.4530 0.4891
H 19.93081 12.48445 12.03481 -0.1588 0.4020 0.5099
C 12.36829 10.68710 13.90552 1.1257 -1.9204 0.4412
O 12.32765 10.30785 15.09995 -0.7177 1.2678 -1.1320
N 11.34799 11.15992 13.14924 -1.1496 0.7452 0.2670
N 13.51246 10.44521 13.21252 -1.0657 0.5699 -0.5612
H 11.48763 11.50139 12.18648 -0.1262 -0.2759 1.3053
H 10.56204 11.57935 13.65323 0.4876 -0.2454 -0.5838
H 13.55800 10.63945 12.23298 0.2521 -0.1304 0.0780
H 14.29247 10.12203 13.71435 1.1048 -0.4156 0.5332
C 9.57848 14.43238 12.61973 0.5131 -1.1245 1.1094
O 9.07983 13.38129 12.96193 -1.1479 -1.7658 0.3362
N 10.05299 15.26544 13.52171 1.1713 2.1356 0.7028
N 9.77581 14.68446 11.30273 -1.4114 1.2020 -2.3262
H 10.27134 15.01202 14.47440 -0.6139 -0.5566 0.2269
H 10.58014 16.07597 13.25873 0.0999 0.3645 -0.5057
H 8.95639 14.27816 10.81494 0.9372 0.1606 0.1612
H 9.81596 15.68325 11.06019 0.3801 -0.5789 0.1564
C 16.97446 16.87971 11.71744 -0.8057 -0.6686 0.1126
O 16.44512 17.25632 10.67060 0.6718 -0.3013 0.1291
N 17.23534 15.53047 11.99941 -0.9919 0.0499 -0.2401
N 17.33528 17.74020 12.69890 0.4602 -0.1182 -0.0522
H 16.52724 14.92632 11.57512 0.2957 0.1645 -0.3674
H 17.25039 15.24338 12.97395 0.3936 0.3718 0.1158
H 17.24897 18.70603 12.49361 -0.3710 0.6432 -0.2680
H 17.14303 17.49859 13.64828 0.2741 -0.2138 0.4858
C 16.25673 10.52256 15.96550 -0.4506 -1.1457 -0.0878
O 16.18694 10.40673 14.76539 0.1401 -0.0315 -2.4220
N 16.25194 11.69087 16.57590 0.2535 2.6712 0.5815
N 16.20631 9.44856 16.76099 -0.0820 -2.5193 0.1173
H 15.51143 11.77218 17.26483 0.2623 0.1070 0.1631
H 16.15796 12.39067 15.84209 -0.0659 0.3025 0.7266
H 16.90989 9.28120 17.45426 -0.0628 0.3144 0.4838
H 16.03677 8.62952 16.17444 0.2357 0.2267 0.5761
C 12.84478 16.26873 10.67618 -0.7915 -1.0539 -2.2836
O 12.76058 15.88166 9.51606 -0.0403 -0.2244 -0.5411
N 13.61828 15.65690 11.55430 1.7410 -1.7192 -0.0933
N 12.07375 17.24322 11.15139 -1.8390 1.3743 0.0283
H 13.51011 15.84083 12.50902 -0.1389 0.1928 1.4551
H 13.84330 14.68677 11.29475 -0.1175 0.7699 0.5227
H 11.48189 17.75313 10.50651 0.5650 -0.1946 -0.0986
H 12.48755 17.78740 11.85137 0.2863 1.0597 1.5490
C 10.28276 16.03966 16.81249 -1.1449 2.9496 0.9469
O 10.72890 15.07496 16.24016 0.7965 -1.4245 -0.1812
N 10.77060 17.31307 16.50054 -1.0642 -1.3570 0.7603
N 9.26890 15.96764 17.77068 1.1954 -0.5313 -0.9128
H 10.41041 18.18084 16.86947 0.1777 -0.3446 -0.0172
H 11.57912 17.30461 15.91351 0.0849 0.5201 -0.3603
H 8.99199 15.01556 18.02233 -0.2039 0.7445 -0.1948
H 8.73513 16.78302 18.03605 0.1667 -0.4177 0.0516
C 17.28169 10.21145 9.68671 -0.9140 1.3828 1.8345
O 16.43136 10.72596 10.47086 0.6771 -0.6599 -1.4160
N 17.81890 8.99689 10.04877 -0.3480 0.4595 -0.4863
N 17.75193 10.89497 8.60165 0.1944 -0.4389 -0.2300
H 18.70253 8.78604 9.59991 -0.3125 -0.6450 0.6728
H 17.42966 8.58359 10.92359 0.9913 0.5601 -1.3430
H 18.36035 10.48501 7.88949 -0.4711 0.0205 0.7158
H 17.39490 11.84608 8.37866 -0.1406 -0.5639 0.3673
C 8.14919 12.29270 16.67255 2.8601 -1.0981 -1.5893
O 7.89957 12.19413 17.83784 -0.3773 0.0479 2.3503
N 7.33674 12.78189 15.77094 -1.0984 0.8841 -2.1026
N 9.39912 11.92805 16.13370 -0.3943 -0.2136 -0.3546
H 7.62028 12.84375 14.79011 -0.3629 0.0812 0.5836
H 6.40530 12.88803 16.08890 -0.8039 0.3586 -0.2315
H 9.43971 11.49025 15.21781 -0.6905 0.5973 -0.0363
H 9.82772 11.25042 16.71524 0.8347 -0.5154 1.1459
C 14.23106 13.56140 14.50603 -0.3427 1.9274 -0.7115
O 14.52202 13.74318 15.68451 1.0288 -0.5214 -0.4298
N 15.12626 13.25127 13.41045 -2.6123 -0.2571 1.8515
N 12.94136 14.01083 14.14915 0.2638 -0.6919 -0.5663
H 14.50467 12.67433 12.82859 0.7669 0.2553 -0.5432
H 15.93009 12.70083 13.70478 -0.0717 0.1388 0.1454
H 12.17722 13.93049 14.81779 0.7053 0.0000 0.4455
H 12.56273 13.84880 13.22977 0.4248 -0.3305 -0.4122
```
Positions in Å, forces in eV/Å.

2.
This record from the Open Molecules 2025 dataset describes the ion CH4N3OS with charge +1 in a non-equilibrium geometry. The level of theory is the ωB97M-V functional and the def2-TZVPD basis.

Energy above the lowest of the compared OMol25 structures with the same formula, charge and spin ... 109.14 kcal/mol
Total charge ... +1
Highest occupied orbital energy ... -14.40 eV

```
10
Properties=species:S:1:pos:R:3:forces:R:3
C 1.19077 -0.47627 0.08239 -2.0822 -1.7082 0.2192
N 0.11888 -0.97294 0.02923 4.2951 2.1479 0.1471
N -1.67905 1.49451 -0.02645 -0.3033 -0.0322 -1.4873
N 2.49058 -0.43429 0.09357 2.3882 1.9561 -2.9727
O -1.06948 -1.19014 -0.05542 -2.9050 -1.5809 -0.1883
S -2.49242 0.22479 0.08892 -0.0608 -0.7516 0.0749
H -1.82818 1.91424 0.85834 0.3703 1.0373 1.3804
H 2.98808 -0.01523 -0.82396 -1.5906 -1.3524 2.7833
H 3.06845 -0.32286 0.92693 -0.6475 -0.0671 -0.0544
H -2.78763 -0.22181 -1.17355 0.5358 0.3511 0.0979
```
Positions in Å, forces in eV/Å.

3.
This record from the Open Molecules 2025 dataset describes a structure of composition C34H35BInNO5P in a non-equilibrium geometry. The level of theory is the ωB97M-V functional and the def2-TZVPD basis.

Total charge ... -1
Highest occupied orbital energy ... -3.37 eV

```
78
Properties=species:S:1:pos:R:3:forces:R:3
C -2.44575 -0.57639 2.44392 0.6102 -0.7620 1.6270
C -1.35721 -1.62548 1.80844 -1.0488 -1.0528 0.1954
P -0.69836 -1.16213 0.07691 0.8687 -1.0579 0.1943
C -1.39640 -2.36238 -1.25471 -0.7877 -0.0723 -1.0351
C -0.68207 -1.90274 -2.69013 0.0767 0.0791 0.3777
In -1.11976 1.26221 -0.53058 -0.5376 0.4837 -0.3559
B 0.78985 2.10520 -1.50824 0.3371 0.5902 -0.6930
O 0.98989 3.56779 -1.60809 -0.7789 -0.9824 -1.4861
N 1.92558 1.21036 -2.05409 1.6291 2.2139 -0.5326
C 3.19352 1.95174 -1.58137 0.4016 0.3772 0.3718
C 1.94235 1.25503 -3.59035 -0.4653 -0.1763 -0.1940
H -3.02808 0.07007 1.65499 1.3231 -1.3581 1.6253
H -1.84244 0.09002 3.22961 -1.5344 -1.0227 -1.9298
H -3.18540 -1.22741 3.11800 1.2743 1.5533 -1.4777
H -0.40727 -1.80676 2.49539 -2.1739 0.5586 -1.2246
H -1.89571 -2.68309 1.69506 1.1782 2.0996 0.2729
H -2.56412 -2.23616 -1.36709 2.2330 -0.4980 0.1546
H -1.13916 -3.48751 -1.02944 -0.5300 2.2053 -0.3058
H -0.11649 -2.79200 -3.19875 -1.0944 1.5794 0.9771
H 0.12515 -1.05922 -2.46523 -1.7499 -1.6855 -0.5755
H -1.50111 -1.50799 -3.43327 1.6899 -0.6166 1.4157
H -1.54867 2.33175 0.84593 0.0395 -0.3232 -0.1377
H -2.45003 1.30888 -1.76617 0.1203 -0.0094 0.1718
H 0.37656 3.99125 -2.27779 0.8174 -0.8791 1.5659
H 2.99764 2.33321 -0.48453 0.5584 -0.7031 -2.0789
H 3.43431 2.89345 -2.26881 -0.4544 -1.8371 1.5414
H 4.13551 1.25782 -1.55297 -1.8003 1.1059 -0.1287
H 1.14570 2.05970 -3.89481 1.6309 -1.4307 -0.1277
H 1.62843 0.21181 -4.04174 0.5708 2.0829 0.9020
H 3.01979 1.53333 -4.00930 -2.3811 -0.4919 0.9111
C -10.89633 -4.24585 0.79527 0.3160 -0.0511 -0.2008
C -11.01805 -2.85810 0.86121 0.3078 0.1165 -0.2210
C -10.07801 -2.04378 0.22759 -0.2589 -0.1906 0.1666
C -9.00531 -2.61899 -0.46445 -0.5691 -0.1434 0.4040
C -8.87008 -4.00600 -0.50954 -0.5944 -0.0300 0.3667
C -9.82436 -4.82188 0.11207 -0.2564 0.1574 0.1725
C -7.71557 -4.62259 -1.19438 0.3616 -1.2997 -0.1684
O -7.59795 -5.84100 -1.23749 -0.1592 0.5810 0.0617
C -6.70106 -3.75001 -1.81845 0.4960 -0.0154 -0.2415
C -5.57164 -4.31960 -2.42078 0.2462 0.1936 -0.1705
C -4.61397 -3.50224 -3.02502 -0.3892 -0.1556 0.1666
C -4.78544 -2.11829 -3.03781 -0.3255 0.0569 0.1146
C -5.90677 -1.54783 -2.43363 0.2194 -0.1096 -0.1330
C -6.86149 -2.36522 -1.81419 0.4963 0.1174 -0.3080
C -8.02577 -1.75013 -1.14674 0.0611 1.5672 -0.1186
O -8.17487 -0.53361 -1.15349 -0.0272 -0.7980 0.0352
H -11.63399 -4.88066 1.28127 0.1443 0.0973 -0.0904
H -11.84655 -2.40903 1.40445 0.1534 -0.0626 -0.1066
H -10.18234 -0.96125 0.27890 0.1867 -0.2532 -0.1317
H -9.73280 -5.90578 0.06949 0.1497 0.2874 -0.0768
H -5.43179 -5.39943 -2.41797 -0.1957 0.2599 0.0843
H -3.73513 -3.94628 -3.48756 -0.1461 0.0937 0.1286
H -4.04325 -1.48181 -3.51475 -0.1305 -0.0830 0.1661
H -6.03144 -0.46628 -2.44328 -0.0624 -0.2905 0.1266
C 11.63121 2.90440 1.77712 -0.3589 0.0839 -0.0757
C 11.54248 2.23064 2.99498 -0.3896 -0.0115 0.0607
C 10.29451 1.99953 3.57585 0.3354 0.0497 -0.1303
C 9.13149 2.45446 2.94267 0.6926 -0.0149 -0.0310
C 9.22205 3.14958 1.73737 0.6938 -0.1009 0.0375
C 10.47422 3.36505 1.14715 0.2738 -0.1065 0.1729
C 8.00597 3.67727 1.08563 -0.1384 0.7209 -1.2485
O 8.08433 4.28491 0.02504 0.0625 -0.3359 0.6049
C 6.69602 3.46984 1.73455 -0.5972 0.1434 -0.0365
C 5.54156 4.01470 1.15733 -0.2719 -0.0407 0.1410
C 4.29693 3.81193 1.75742 0.3519 0.0259 -0.0842
C 4.20049 3.05873 2.92715 0.3529 -0.0823 0.0824
C 5.34958 2.51949 3.50737 -0.2316 0.1380 -0.1310
C 6.60104 2.73399 2.91476 -0.5633 0.0187 0.0735
C 7.81456 2.18978 3.55550 -0.3471 -0.7586 1.2215
O 7.73121 1.53161 4.58607 0.1505 0.3843 -0.5794
H 12.60310 3.07647 1.31980 -0.1860 -0.0230 0.0663
H 12.44521 1.88277 3.49223 -0.1745 0.0461 -0.0808
H 10.23256 1.46828 4.52418 -0.1799 0.1326 -0.2544
H 10.55163 3.89503 0.19943 -0.2124 -0.1011 0.2374
H 5.60776 4.60133 0.24240 0.1362 -0.2120 0.2127
H 3.40244 4.24032 1.31038 0.1691 -0.1063 0.0423
H 3.23023 2.89451 3.39086 0.1879 0.0083 -0.1103
H 5.26711 1.93667 4.42328 0.1978 0.1266 -0.2381
```
Positions in Å, forces in eV/Å.

Number 1: calculated total energy -98090.427 eV, gap between HOMO and LUMO 8.4920 eV. Number 2: calculated total energy -18442.323 eV, gap between HOMO and LUMO 9.0851 eV. Number 3: calculated total energy -62690.334 eV, gap between HOMO and LUMO 3.8467 eV.